No. 1
The following is a DFT calculation (ωB97M-V/def2-TZVPD) of a molecular structure, C22H17Cl3N7O2STc.

Summary:
**<S²>**: 3.865
**Max |F|**: 0.8 eV/Å
**Charge**: +3
**Multiplicity**: 4
**E_LUMO (alpha / beta)**: -9.9 / -10.8 eV
**Gap between HOMO and LUMO (alpha / beta)**: 6.705 / 7.087 eV
**Highest occupied orbital energy (alpha / beta)**: -16.60 / -17.87 eV

The geometry in XYZ format:
```
53
C22H17Cl3N7O2STc (ωB97M-V/def2-TZVPD)
Tc -0.420 0.730 -0.122
N -2.582 -3.212 -0.632
C -1.796 -2.199 -0.412
S -2.155 -0.676 -1.063
N -0.692 -1.660 1.702
N -0.430 -0.327 1.675
C -0.105 0.309 2.739
C 0.376 1.683 2.564
C 0.702 2.496 3.623
C 1.241 3.753 3.357
C 1.432 4.138 2.044
C 1.067 3.268 1.027
N 0.553 2.060 1.272
H -3.426 -3.100 -1.183
H -2.383 -4.145 -0.276
H -0.090 -0.171 3.714
H 0.547 2.155 4.638
H 1.512 4.414 4.171
H 1.861 5.099 1.796
H 1.200 3.539 -0.011
O 0.749 -7.183 0.726
C -0.184 -6.239 0.649
O -1.342 -6.475 0.836
C 0.210 -4.815 0.315
C 1.186 -4.459 -0.684
C 1.411 -3.145 -1.005
C 0.687 -2.101 -0.416
C -0.520 -2.431 0.468
C -0.516 -3.863 0.912
N 0.867 -0.782 -0.761
C 1.776 -0.364 -1.624
C 1.604 0.950 -2.210
C 2.450 1.434 -3.188
C 2.154 2.652 -3.791
C 1.023 3.342 -3.392
C 0.229 2.812 -2.384
N 0.505 1.642 -1.799
H 1.655 -6.845 0.685
H 1.737 -5.231 -1.206
H 2.157 -2.932 -1.757
H -0.400 -2.137 2.548
H -1.249 -4.143 1.663
H 2.585 -0.999 -1.961
H 3.319 0.860 -3.482
H 2.795 3.048 -4.568
H 0.748 4.283 -3.847
H -0.654 3.335 -2.040
Cl -4.161 4.250 1.823
C -3.893 3.894 0.134
Cl -3.330 5.303 -0.751
Cl -5.288 3.164 -0.620
C -2.790 2.892 0.077
N -1.937 2.130 0.026
```

No. 2
The following is a DFT calculation (ωB97M-V/def2-TZVPD) of a molecular structure, C8H8I2N5O4W.

Summary:
**Max |F|**: 3.9 eV/Å
**Charge**: +3
**E_LUMO**: -13.8 eV
**Gap between HOMO and LUMO**: 6.960 eV
**Highest occupied orbital energy**: -20.79 eV

The geometry in XYZ format:
```
28
C8H8I2N5O4W (ωB97M-V/def2-TZVPD)
W -0.213 -0.174 0.055
N 1.624 0.529 -0.726
C 1.735 1.982 -1.080
C 0.817 2.651 -0.071
O 0.854 3.767 0.331
N -0.162 1.693 0.462
C -0.900 2.209 1.613
C -1.200 1.114 2.605
O -1.669 0.787 3.572
O -0.507 -0.443 1.709
H 2.408 0.336 -0.086
H 1.897 0.000 -1.559
H 1.379 2.138 -2.088
H 2.744 2.362 -1.016
H -1.862 2.621 1.332
H -0.337 2.975 2.132
I -1.410 0.454 -2.792
C -3.254 -0.153 -2.021
I -3.157 -0.641 -0.007
H -3.543 -1.029 -2.577
H -3.981 0.617 -2.161
O -0.067 -2.020 -0.895
N 0.799 -2.068 0.115
C 1.302 -3.201 0.455
C 2.310 -3.319 1.475
N 3.164 -3.524 2.205
C 0.794 -4.345 -0.247
N 0.437 -5.317 -0.736
```

No. 3
The following is a DFT calculation (ωB97M-V/def2-TZVPD) of a single C12H20N2 molecule.

Summary:
**Max |F|**: 2.1 eV/Å
**E_LUMO**: 0.9 eV
**Gap between HOMO and LUMO**: 9.714 eV
**Highest occupied orbital energy**: -8.77 eV

The geometry in XYZ format:
```
34
C12H20N2 (ωB97M-V/def2-TZVPD)
C 5.231 -2.637 0.395
C 4.131 -2.598 -0.351
C 3.088 -2.553 -1.121
C 1.954 -1.608 -0.936
N 1.723 -0.847 -2.154
C 0.710 0.150 -2.059
C -0.684 -0.447 -1.988
C -1.808 0.619 -2.158
C -1.811 1.638 -1.072
N -1.836 1.055 0.265
C -1.848 2.039 1.358
C -1.863 1.349 2.664
C -2.756 1.527 3.586
C -3.647 1.767 4.503
H 5.248 -3.257 1.280
H 6.107 -2.067 0.102
H 3.093 -3.277 -1.945
H 1.023 -2.186 -0.682
H 2.160 -0.896 -0.105
H 2.585 -0.368 -2.440
H 0.691 0.774 -2.974
H 0.907 0.771 -1.137
H -0.874 -1.220 -2.755
H -0.888 -0.995 -1.039
H -1.675 1.074 -3.162
H -2.823 0.177 -2.142
H -0.877 2.231 -1.195
H -2.666 2.320 -1.201
H -2.648 0.456 0.409
H -2.735 2.718 1.338
H -0.927 2.612 1.225
H -1.083 0.579 2.817
H -4.549 1.163 4.578
H -3.454 2.454 5.325
```

No. 4
The following is a DFT calculation (ωB97M-V/def2-TZVPD) of 3 unconnected molecules or ions with the total composition CH8N2O2.

Summary:
**Max |F|**: 1.9 eV/Å
**E_LUMO**: 0.7 eV
**Gap between HOMO and LUMO**: 10.460 eV
**Highest occupied orbital energy**: -9.77 eV

The geometry in XYZ format:
```
13
CH8N2O2 (ωB97M-V/def2-TZVPD)
H -2.443 2.999 -1.740
N -2.405 1.987 -1.655
C -1.738 1.746 -0.594
N -1.729 0.575 0.174
H -1.117 2.488 -0.081
H -1.597 -0.216 -0.459
H -0.950 0.636 0.812
O 1.414 -1.043 4.989
H 1.678 -1.536 4.207
H 0.960 -1.697 5.529
O 2.604 -1.991 -3.413
H 1.882 -2.226 -4.001
H 3.440 -1.722 -3.768
```

What is the max |F| in the fourth record?
1.9 eV/Å

Which formula does entry 1 have?
C22H17Cl3N7O2STc

Look up the max |F| of the fourth one.
1.9 eV/Å

Among the records above, which one has the lowest max |F|?
C22H17Cl3N7O2STc